# 1
Computed, not measured: C23H21Cl2O5Zn as an isolated structure at a distorted geometry, with ωB97M-V/def2-TZVPD.

Structure (XYZ):
```
52
Properties=species:S:1:pos:R:3:forces:R:3:lowdin_charge:R:1
Zn 4.1316 3.0960 -2.5769 -0.3 -0.2 0.7 0.192
Cl 2.4478 2.9825 -3.8441 0.3 0.0 0.0 -0.099
Cl 5.7089 3.6766 -1.2824 -0.1 -0.1 -0.3 -0.113
O 0.3872 -1.9396 1.8437 0.3 -0.7 -0.3 0.062
O 2.9317 0.8554 -0.5838 0.8 1.0 -0.8 -0.005
O 2.1493 -2.8032 0.7909 0.5 -0.1 -0.4 0.050
O 3.6061 -1.2029 -0.1009 -0.4 -1.0 -0.4 0.041
O -4.9393 -2.4758 -0.2320 -1.2 -1.7 -0.2 -0.116
C 2.8194 -3.0025 -1.5582 0.0 0.0 -0.3 0.002
C 3.2254 -2.5882 -0.1546 -0.7 0.8 0.8 -0.545
C -2.3902 -0.0146 0.5176 -0.4 0.2 0.4 -0.073
C 0.0636 0.3625 0.1086 -1.4 -1.4 -1.8 -0.166
C 2.5778 -0.2654 -0.2761 -2.1 -0.1 0.5 -0.475
C -0.2158 5.2155 0.8647 -0.2 -0.7 0.7 -0.041
C 1.1453 1.8536 1.5389 0.6 0.4 2.1 -0.048
C 1.2041 -0.6289 0.0492 3.2 -1.9 1.7 -0.094
C -2.4717 4.5624 0.3542 -0.1 0.0 -0.5 -0.108
C -0.2359 1.3846 1.2500 0.8 1.2 0.2 -0.167
C -2.1349 3.1882 0.4362 0.1 0.7 -0.2 -0.042
C -5.0621 -3.8712 -0.7031 0.4 1.4 0.4 -0.057
C -3.7214 -1.9038 -0.1603 1.7 0.5 -0.7 -0.309
C -1.5319 5.5795 0.5290 0.2 -0.5 0.6 -0.114
C 1.1962 -1.8301 0.9314 -1.0 2.4 0.0 -0.455
C 4.3922 -3.4295 0.3566 -0.3 0.5 -0.2 0.005
C -1.2153 -0.5089 -0.0352 -0.5 0.1 -0.9 -0.144
C -1.3417 -1.7596 -0.6835 0.3 0.1 0.2 -0.017
C -2.5510 -2.4557 -0.7296 -0.8 0.2 0.4 -0.020
C -0.8998 2.8257 0.9464 0.0 -1.0 -0.5 -0.082
C 1.2829 3.1947 1.5385 0.9 -0.4 -0.3 -0.033
C 0.0503 3.8603 1.1622 -0.5 -0.2 -0.5 -0.179
C -3.6113 -0.6401 0.4395 -0.7 -1.4 -0.2 -0.006
H 2.6047 -4.0812 -1.5689 0.0 0.3 0.0 0.090
H 4.5982 -3.1644 1.3911 0.0 0.0 0.0 0.090
H 1.8976 1.0886 1.8028 -0.3 0.9 -0.3 0.135
H -4.5028 -0.2166 0.8890 0.1 0.1 0.0 0.112
H 0.2830 0.9729 -0.7898 -0.7 -0.1 0.1 0.164
H -4.3746 -4.5223 -0.1101 -0.6 0.4 -0.5 0.096
H -1.8294 6.6391 0.4875 0.2 -0.6 -0.2 0.096
H -0.7714 0.8135 2.0684 1.0 0.9 -0.6 0.168
H -4.8005 -3.9010 -1.7884 -0.3 -0.2 0.8 0.091
H -2.7922 2.4632 -0.0317 -0.2 0.1 0.5 0.097
H 1.9456 -2.4464 -1.9304 0.3 -0.1 0.3 0.086
H -2.6123 -3.4520 -1.1754 0.3 0.4 0.0 0.093
H 0.5715 5.9657 0.9816 -0.3 -0.3 0.0 0.101
H 3.6710 -2.8035 -2.2225 -0.2 -0.1 0.1 0.093
H -0.4702 -2.2850 -1.0957 -0.3 0.5 0.1 0.109
H 2.2124 3.7361 1.6400 0.1 -0.1 0.2 0.104
H -2.4051 0.8771 1.1319 0.1 -0.1 -0.4 0.078
H 5.2667 -3.2252 -0.2616 0.0 -0.1 0.0 0.088
H -3.4928 4.8344 0.0735 0.3 -0.1 0.0 0.090
H 4.1333 -4.4866 0.2945 0.0 0.1 0.0 0.086
H -6.1302 -4.1235 -0.5227 0.9 0.1 -0.2 0.088
```
Positions in Å, forces in eV/Å.

Properties
E_HOMO: -0.155 Ha
Gap between HOMO and LUMO: 6.19 eV
Energy relative to the best compared isomer or geometry (same formula, charge and spin): 2.1568 eV
Net charge: -1
Max |F|: 4.03 eV Å⁻¹

---

# 2
Computed, not measured: C23H21Cl3N7OPtS as an isolated structure at a distorted geometry, with ωB97M-V/def2-TZVPD.

Structure (XYZ):
```
57
Properties=species:S:1:pos:R:3:forces:R:3:lowdin_charge:R:1
Pt 0.1814 0.0147 -0.0219 -1.7 -0.4 -1.1 0.993
Cl 1.5299 4.6164 5.5742 0.0 -0.2 -0.4 0.876
Cl 1.4559 4.9945 0.2187 0.0 0.0 0.1 0.846
Cl 0.1664 0.3646 2.5929 0.0 -0.5 0.6 0.779
S 2.8510 0.2383 0.6028 -0.5 0.2 0.0 0.916
O 0.5346 2.2279 0.3844 0.1 -0.5 -0.1 -0.177
N 4.9840 0.5567 -0.9715 -0.3 0.0 0.3 0.185
N -1.5699 0.6951 -1.2875 0.3 -1.0 1.2 0.040
N -3.7286 0.8410 -1.7077 -0.1 -0.2 0.1 0.198
N 0.2189 -1.7908 -1.1874 -0.6 0.3 0.9 -0.012
N -1.8472 -1.3708 0.6419 0.6 0.3 0.1 -0.088
N -0.3488 -3.8658 -1.6740 -0.2 0.0 0.2 0.205
N 5.2629 -0.6927 0.9384 -0.2 0.0 -0.1 0.170
C 0.6552 -3.5259 -2.5571 0.6 0.7 -0.2 -0.161
C 1.4651 4.6616 2.8819 0.0 0.1 -0.3 -0.078
C 4.4922 0.0089 0.1270 1.2 -0.1 -0.2 -0.759
C -0.7881 2.3498 -3.0175 -0.4 -0.1 0.1 -0.009
C -1.6088 -2.7477 0.1992 0.1 -0.4 -0.1 -0.087
C 2.5549 -2.1981 -4.0356 0.0 0.3 0.2 -0.057
C -0.5829 -2.8035 -0.8879 0.0 0.3 0.0 -0.274
C 1.2383 4.0986 1.6459 0.0 0.3 0.2 -0.553
C -3.0613 -0.7281 0.1306 -0.4 0.3 -0.1 -0.087
C -3.5836 2.5647 -3.5603 0.3 0.2 -0.3 0.020
C 1.2816 3.9163 4.0507 0.0 0.1 0.0 -0.612
C -2.6387 3.3042 -4.2659 -0.6 -0.3 0.3 -0.041
C 1.3028 -4.2278 -3.5625 0.1 0.1 -0.2 0.026
C -1.2718 3.1943 -4.0011 0.3 -0.2 0.2 -0.055
C 0.9906 -2.1910 -2.2525 0.4 -0.6 -0.7 -0.224
C -1.7243 1.6009 -2.3004 -0.5 0.8 -0.9 -0.220
C -3.1052 1.7093 -2.5799 0.9 0.4 -0.3 -0.164
C 0.6560 2.0013 2.7461 0.2 0.7 0.5 -0.550
C 1.9341 -1.5026 -3.0145 -0.1 -0.2 0.2 -0.024
C 0.8800 2.5633 3.9712 -0.1 -0.5 -0.2 -0.069
C 2.2616 -3.5397 -4.2923 -0.3 -0.3 0.2 -0.039
C 0.7903 2.7247 1.5077 0.0 0.3 0.3 -0.471
C -2.7766 0.2620 -0.9571 0.3 -0.1 0.0 -0.280
H -3.5595 -0.1972 0.9506 0.1 -0.1 -0.1 0.151
H 1.7799 5.6921 2.9541 0.0 0.1 0.0 0.131
H 0.2636 2.2651 -2.7879 0.1 0.1 -0.1 0.102
H 1.0697 -5.2594 -3.7686 0.0 -0.1 -0.1 0.128
H -2.9765 3.9766 -5.0396 0.0 0.0 0.0 0.121
H -4.6380 2.6522 -3.7693 -0.1 0.0 -0.1 0.125
H 5.9710 0.4993 -1.1889 0.0 0.0 0.0 0.155
H -2.5345 -3.2145 -0.1652 0.1 0.1 0.2 0.146
H -0.8115 -4.7638 -1.6409 -0.1 0.1 0.1 0.194
H 4.4162 1.1392 -1.5661 0.0 0.0 -0.1 0.132
H 3.2744 -1.6944 -4.6613 0.1 0.0 -0.1 0.116
H -3.7693 -1.4757 -0.2533 0.1 0.1 0.2 0.144
H -1.2481 -3.3448 1.0453 -0.1 0.1 -0.1 0.152
H 2.1311 -0.4601 -2.8132 0.1 0.1 -0.1 0.091
H -0.5802 3.7828 -4.5817 0.1 0.1 -0.1 0.116
H -1.8615 -1.3476 1.6555 -0.1 0.0 -0.1 0.100
H 6.2594 -0.7883 0.7823 -0.1 -0.2 -0.1 0.156
H -4.7264 0.6881 -1.6508 0.1 -0.1 0.1 0.192
H 2.7834 -4.0494 -5.0872 0.0 0.0 -0.1 0.123
H 4.8841 -1.0983 1.7827 0.1 0.1 0.0 0.132
H 0.7498 2.0035 4.8856 0.0 -0.1 0.0 0.130
```
Positions in Å, forces in eV/Å.

Properties
E_HOMO (spin up / spin down): -0.581 / -0.580 Ha
Gap between HOMO and LUMO (spin up / spin down): 7.81 / 3.17 eV
Energy relative to the best compared isomer or geometry (same formula, charge and spin): 2.0149 eV
Net charge: +3
Expectation value of S²: 6.037
Spin multiplicity: 5
Max |F|: 2.12 eV Å⁻¹

---

# 3
Computed, not measured: C23H21F12N2O10P2Tc as an isolated structure at a distorted geometry, with ωB97M-V/def2-TZVPD.

Structure (XYZ):
```
71
Properties=species:S:1:pos:R:3:forces:R:3:lowdin_charge:R:1
Tc 0.3679 0.5398 -1.0720 0.5 -0.9 -0.4 1.919
P 2.8102 -2.3132 -0.0468 0.1 0.2 -0.1 0.388
P 2.3452 -1.3606 -2.6878 0.0 0.1 0.2 0.327
F 2.2557 4.5054 1.7114 0.0 0.0 0.0 0.203
F 3.9804 2.2445 1.2071 0.0 0.0 0.0 0.240
F 0.9661 4.4507 -0.0234 0.0 0.0 -0.1 0.200
F -3.8245 0.4758 -1.8175 0.0 0.1 -0.1 0.189
F -1.7812 1.5895 1.0947 0.2 0.0 0.0 0.161
F 3.2762 3.1924 -0.6073 0.1 0.1 0.0 0.218
F 0.1657 3.9676 1.9105 -0.1 -0.1 0.0 0.215
F -2.8435 -0.0069 2.0860 0.0 -0.1 0.1 0.203
F -3.1356 -1.5461 -2.0607 0.0 -0.1 -0.1 0.185
F -4.5531 -1.0609 -0.4917 -0.1 0.1 0.0 0.196
F 3.0889 1.0610 -0.3832 0.0 -0.1 -0.1 0.130
F -3.8592 1.2511 0.6703 -0.1 0.1 -0.1 0.213
O 0.1503 1.4170 -2.8386 0.1 0.0 0.0 -0.168
O 0.9470 -0.9776 -1.9123 -0.1 0.6 0.1 -0.385
O -1.4310 0.3493 -1.1325 -0.5 0.1 0.3 -0.219
O 0.7374 1.9549 -0.1370 -0.3 0.3 0.3 -0.200
O 2.7600 0.0808 -3.1617 0.0 0.0 0.1 -0.074
O 1.7509 -3.3558 -0.5495 -0.1 0.1 0.0 -0.065
O 3.2703 -1.5969 -1.4196 0.0 -0.1 0.1 -0.202
O 2.2001 -2.4171 -3.6578 0.0 0.0 0.0 -0.154
O 3.9137 -2.7415 0.7777 -0.1 0.0 0.0 -0.139
O 1.9983 -1.1220 0.7262 0.0 -0.2 0.0 -0.175
N -0.9751 1.8271 -4.7510 -0.1 0.0 0.0 -0.122
N 0.6270 -0.5852 0.7674 0.1 -0.1 0.1 -0.070
C -2.7179 0.6444 0.9371 0.0 -0.1 -0.1 -0.545
C -1.6581 -1.6150 0.3569 0.1 -0.1 0.1 -0.059
C 0.3650 -0.3864 3.2321 0.0 0.0 0.1 0.028
C 0.6777 0.1856 4.4571 0.0 0.0 -0.1 0.031
C 3.0474 2.2421 0.2831 0.0 0.1 0.1 -0.549
C -3.4909 -0.6285 -1.1570 0.0 -0.1 0.1 -0.583
C 1.7152 1.9959 3.3296 0.0 0.0 0.0 0.052
C -2.0574 -3.9031 1.1404 -0.1 -0.1 0.0 -0.209
C -1.9636 1.3891 -5.7503 0.2 0.0 0.0 0.025
C 1.4047 1.3614 4.5305 0.0 0.0 0.1 -0.207
C 1.6246 2.3691 0.9051 -0.1 -0.2 -0.4 -0.176
C -2.9908 -5.0747 1.2382 0.0 0.0 0.0 -0.012
C -0.4049 3.1670 -4.9247 0.0 -0.1 0.0 0.033
C -0.3525 -1.7079 0.8661 0.1 0.3 0.0 -0.171
C -0.7786 -3.9352 1.6737 0.0 0.1 0.0 0.023
C 1.3755 1.4699 2.0936 0.0 0.0 0.2 -0.068
C -2.4697 -2.7355 0.5065 -0.1 0.0 0.0 0.052
C 1.8232 1.9615 5.8394 0.0 0.0 0.0 -0.010
C 0.7393 0.2142 2.0440 0.0 0.1 -0.2 -0.111
C -2.2757 -0.3479 -0.2141 0.1 0.1 -0.2 -0.192
C 0.0623 -2.8477 1.5314 -0.1 -0.1 0.1 -0.042
C -0.6938 1.0698 -3.7434 0.0 0.1 -0.1 -0.201
C 1.2356 3.8706 1.1401 0.2 0.1 0.1 -0.576
H -1.2107 3.8971 -4.8744 0.0 0.0 0.0 0.117
H -3.4829 -2.7148 0.1358 0.1 -0.1 0.1 0.130
H 1.2803 1.5198 6.6715 0.0 0.0 0.0 0.091
H 2.8882 1.7900 6.0045 0.0 0.0 0.0 0.104
H -1.5943 1.6549 -6.7378 0.0 0.0 0.0 0.109
H 0.0656 3.2121 -5.9047 0.0 0.0 0.0 0.113
H -1.1800 0.0955 -3.6984 0.0 0.0 0.0 0.159
H 3.4339 0.1177 -3.8532 0.1 0.0 -0.1 0.131
H 1.0490 -2.8901 1.9670 0.0 0.0 0.0 0.130
H -0.4302 -4.8115 2.2040 0.0 0.0 0.0 0.137
H -2.0868 0.3110 -5.6917 -0.1 0.0 0.0 0.104
H -2.9117 1.8906 -5.5673 0.0 0.0 0.0 0.113
H 2.2116 2.9559 3.3741 0.0 0.0 0.0 0.140
H -3.9646 -4.7614 1.6136 0.0 0.0 0.0 0.098
H 1.6569 3.0378 5.8475 0.0 0.0 0.0 0.096
H -2.5968 -5.8430 1.8988 0.0 0.0 0.0 0.089
H 2.0908 -4.2597 -0.6145 0.0 -0.1 0.0 0.143
H -0.1830 -1.3116 3.2395 0.0 -0.1 0.0 0.120
H -3.1452 -5.5212 0.2553 0.0 0.0 0.0 0.101
H 0.3263 3.3619 -4.1482 0.0 0.0 0.0 0.095
H 0.3589 -0.3126 5.3624 0.0 0.0 0.0 0.135
```
Positions in Å, forces in eV/Å.

Properties
E_HOMO: -0.552 Ha
Gap between HOMO and LUMO: 5.57 eV
Energy relative to the best compared isomer or geometry (same formula, charge and spin): 0.8168 eV
Net charge: +2
Max |F|: 1.11 eV Å⁻¹

---

- What is the formula in the second record?
  C23H21Cl3N7OPtS